30
Properties=species:S:1:pos:R:3:forces:R:3 method="wB97M-V/def2-TZVPD" total_charge=-1 e_lumo_ha=-0.0784 max_force_ev_per_a=7.2 relative_energy_kj_mol=1095.3
Mg 0.203071 -1.519159 -0.932439 1.42 0.68 -0.58
C 2.339164 2.403061 3.603078 0.68 0.46 -0.18
C 2.457312 1.810773 2.222122 0.54 -1.46 -2.28
O 1.822322 0.739519 2.004629 -1.20 -0.86 0.75
O 3.187822 2.268140 1.322627 0.39 1.29 0.83
H 1.303500 2.734228 3.679463 0.08 -0.08 0.56
H 3.045139 3.225100 3.721232 -0.25 0.25 -0.08
H 2.651322 1.645591 4.322025 -0.58 -0.08 0.10
C 4.757025 -4.168806 -3.019979 0.73 0.06 -0.85
C 3.524548 -3.389951 -2.650391 0.91 5.10 -0.33
O 3.366072 -2.103542 -2.797677 1.82 -0.71 -0.97
O 2.648011 -3.955072 -2.104877 -4.60 -4.75 2.91
H 5.665044 -3.681530 -2.664773 -0.04 0.19 -0.35
H 4.732746 -4.255155 -4.106286 0.48 0.27 -0.16
H 4.782275 -5.200900 -2.670343 -0.53 0.21 0.39
C -2.577789 3.338028 -4.172276 -0.36 -0.06 -0.90
C -1.541554 2.403993 -3.589932 0.23 -0.16 1.24
O -1.743764 1.296686 -3.028929 -2.44 -1.68 0.11
O -0.390078 2.772036 -3.526689 2.65 1.95 -0.87
H -3.423270 3.562868 -3.522109 0.12 -0.18 0.09
H -2.958239 2.963266 -5.122494 -0.31 -0.49 0.10
H -2.093447 4.257655 -4.500602 0.21 0.07 0.55
Cl -3.008004 -2.298135 2.050545 -0.90 0.63 0.65
C -4.241868 -1.574340 3.216158 0.73 -0.17 0.71
C -3.839839 -0.234649 3.831780 0.18 -0.25 -0.43
Cl -3.699202 1.056145 2.605554 -0.13 -0.13 0.32
H -4.250423 -2.256839 4.066001 -0.03 -0.27 -0.17
H -5.241436 -1.578278 2.781475 0.37 0.16 -0.37
H -2.903979 -0.288119 4.388014 0.18 -0.16 -0.43
H -4.572481 0.027388 4.595091 -0.34 0.16 -0.33

---

40
Properties=species:S:1:pos:R:3:forces:R:3 method="wB97M-V/def2-TZVPD" total_charge=-2 e_lumo_ha=0.1546 max_force_ev_per_a=0.4 relative_energy_kj_mol=0.0
Pb -0.182463 1.276658 1.506532 -0.15 0.15 -0.01
N 0.522514 3.557370 0.283001 0.10 -0.06 0.01
C 1.755210 3.137402 -0.406881 -0.23 0.00 -0.04
C 2.716047 2.442857 0.555122 0.13 -0.19 0.04
O 3.900165 2.832922 0.594045 0.00 -0.03 -0.04
N 2.165335 1.446293 1.239487 -0.19 0.11 0.00
C 3.001605 0.738448 2.187407 0.06 0.02 -0.11
C 2.288275 0.260389 3.462239 -0.15 -0.04 0.00
O 2.960747 -0.454901 4.223670 -0.05 0.01 0.06
O 1.082711 0.630413 3.624169 0.13 -0.09 0.00
H -0.215083 3.775628 -0.375146 -0.05 -0.04 0.03
H 0.684600 4.354262 0.886273 0.02 0.03 -0.05
H 2.287758 3.957564 -0.889613 0.03 0.10 0.04
H 1.444228 2.414994 -1.164220 0.04 0.02 0.00
H 3.845796 1.358414 2.497923 0.02 0.03 0.00
H 3.437260 -0.156940 1.730714 0.05 -0.01 -0.04
Br -5.697917 0.907646 -3.845918 -0.03 0.00 -0.01
C -4.030678 0.943364 -2.934285 0.15 0.00 0.11
C -2.856878 0.690301 -3.613349 0.00 0.04 0.15
Br -2.860276 0.317442 -5.476374 0.00 -0.01 0.01
C -1.636990 0.722831 -2.895327 -0.02 -0.03 0.09
Br 0.023616 0.357126 -3.760392 -0.02 -0.01 0.01
C -1.551034 0.996876 -1.527763 -0.10 -0.07 -0.19
O -0.439712 1.013246 -0.878805 0.40 -0.11 -0.01
C -2.791856 1.288965 -0.800454 -0.11 0.05 -0.16
O -2.710161 1.571213 0.431067 -0.18 0.02 0.02
C -3.987576 1.232255 -1.554052 0.15 0.01 0.06
Br -5.573604 1.595084 -0.565991 -0.02 0.01 -0.01
C 0.601368 -4.450059 -0.421011 -0.05 -0.07 0.07
N 0.199056 -3.478721 0.580107 0.06 0.00 -0.01
C -0.299923 -3.860189 1.893717 0.05 -0.05 -0.10
C 0.329455 -2.163788 0.321254 0.06 0.31 -0.24
O 0.019848 -1.295483 1.112379 -0.06 -0.19 0.33
H 0.439068 -5.449382 -0.023788 0.00 -0.02 0.00
H 1.659119 -4.359676 -0.675351 0.02 0.03 0.02
H 0.015498 -4.354527 -1.336631 -0.02 0.03 -0.01
H -0.290289 -4.946138 1.966582 -0.01 0.01 0.03
H -1.315634 -3.492985 2.042048 -0.02 0.00 -0.01
H 0.322194 -3.431136 2.679436 0.02 0.01 0.00
H 0.738583 -1.926019 -0.671804 -0.02 0.01 -0.03

---

17
Properties=species:S:1:pos:R:3:forces:R:3 method="wB97M-V/def2-TZVPD" e_lumo_ha=0.0438 max_force_ev_per_a=0.3 relative_energy_kj_mol=119.6 smiles=CCN1C[C@H]1C
C 1.952819 -0.587578 -0.732012 -0.02 -0.09 0.02
C 1.209928 0.752341 -0.647675 0.17 0.01 -0.09
N -0.015755 0.834419 0.143932 0.04 0.06 -0.07
C -0.134016 0.068993 1.369107 0.07 -0.05 0.25
C -0.954282 -0.266909 0.174890 -0.10 -0.14 -0.07
C -2.420562 0.080045 0.099744 -0.03 0.03 0.00
H 2.975749 -0.419859 -1.084109 -0.17 0.02 -0.04
H 2.039902 -1.077855 0.242352 0.01 0.08 -0.12
H 1.477201 -1.292098 -1.421713 0.02 0.10 0.10
H 1.889494 1.507954 -0.236441 -0.10 -0.09 -0.03
H 0.948431 1.084529 -1.659754 0.07 -0.03 0.14
H 0.662068 -0.622439 1.641711 -0.14 0.12 -0.03
H -0.577340 0.600186 2.210429 0.02 -0.09 -0.16
H -0.662777 -1.181918 -0.347070 -0.02 0.15 0.10
H -3.035240 -0.719093 0.527763 0.08 0.08 -0.05
H -2.739189 0.236606 -0.935970 0.06 -0.03 0.10
H -2.616432 1.002675 0.654816 0.06 -0.13 -0.07